A molecular structure, C22H37BrN2O6SSn, computed with the ωB97M-V functional and the def2-TZVPD basis.

XYZ file:
```
70
Properties=species:S:1:pos:R:3:nbo_charge:R:1
C 2.934 -2.074 1.417 -0.450
N 1.809 -1.346 0.653 -0.633
C 1.634 -0.051 1.406 -0.249
C 0.558 1.016 0.806 -0.270
C -0.586 0.373 -0.220 -0.229
C -0.054 -0.136 -1.666 -0.526
C -0.669 -1.646 -2.054 0.103
O -1.388 -1.627 -3.371 -0.734
C 0.550 -2.769 -2.276 -0.252
N 0.189 -3.657 -3.485 -0.803
C -1.912 1.327 -0.221 0.070
C -3.161 0.797 -1.175 -0.133
O -4.307 0.289 -0.352 -0.488
C -3.974 -0.998 0.274 0.422
C -3.560 -1.054 1.880 -0.198
C -3.196 -2.440 2.690 -0.104
C -3.202 -3.892 1.924 -0.600
C -3.620 -3.871 0.308 -0.410
C -4.021 -2.465 -0.499 -0.139
O -1.739 2.734 -0.520 -0.656
S -0.151 3.245 -0.773 2.111
O 0.137 3.106 -2.285 -0.861
O -0.159 4.806 -0.521 -0.854
C 1.141 2.479 0.370 -0.190
C 2.673 2.478 -0.263 -0.436
C 2.974 1.735 -1.637 -0.466
C 3.920 0.381 -1.364 -0.070
O 3.616 -0.656 -2.370 -0.756
C 1.415 3.520 1.638 -0.471
C 0.347 3.750 2.772 -0.222
C -1.243 3.703 2.490 -0.677
Br 0.744 2.431 4.281 -0.061
H 3.086 -3.186 1.041 0.213
H 3.945 -1.452 1.425 0.238
H 2.626 -2.176 2.565 0.180
H 0.951 -1.938 0.690 0.319
H 2.735 0.385 1.564 0.240
H 1.314 -0.380 2.510 0.194
H -0.144 1.253 1.750 0.251
H -0.930 -0.618 0.356 0.199
H 1.123 -0.337 -1.668 0.304
H -0.359 0.560 -2.577 0.277
H -1.338 -2.092 -1.195 0.125
H -0.756 -1.195 -4.019 0.499
H 0.646 -3.498 -1.364 0.112
H 1.581 -2.280 -2.539 0.261
H -0.675 -4.214 -3.284 0.349
H 1.019 -4.299 -3.662 0.381
H -2.354 1.262 0.888 0.193
H -3.613 1.755 -1.728 0.277
H -2.844 0.068 -2.029 0.235
H -3.546 -0.031 2.489 0.305
H -2.920 -2.387 3.831 0.297
H -2.944 -4.884 2.513 0.274
H -3.643 -4.931 -0.222 0.273
H -4.307 -2.552 -1.651 0.316
H 2.915 3.639 -0.420 0.263
H 3.498 2.134 0.531 0.245
H 2.110 1.457 -2.359 0.258
H 3.696 2.444 -2.276 0.251
H 3.881 0.015 -0.253 0.154
H 5.057 0.689 -1.558 0.189
H 4.068 -1.525 -2.167 0.480
H 2.407 3.089 2.153 0.256
H 1.772 4.573 1.200 0.291
H 0.562 4.808 3.286 0.272
H -1.636 4.298 1.560 0.275
H -1.776 4.212 3.431 0.254
H -1.694 2.600 2.470 0.183
Sn -1.207 -4.756 0.863 1.551
```

Summary:
Net charge: +2
Largest force on an atom in hartree/bohr: 0.192
2S+1: 1
Kohn-Sham gap in eV: 3.85
Energy in eV: -125351.05403
HOMO level in eV: -14.2



11 unconnected molecules or ions with the total composition C22H37Cl12N3O12, computed with the ωB97M-V functional and the def2-TZVPD basis.

XYZ file:
```
86
Properties=species:S:1:pos:R:3:lowdin_charge:R:1
C 0.667 -6.873 -5.677 -0.059
C 1.219 -5.526 -5.307 -0.258
N 1.658 -4.502 -5.066 0.129
H -0.070 -6.872 -6.480 0.079
H 0.294 -7.485 -4.855 0.077
H 1.569 -7.371 -6.033 0.075
C 1.376 4.030 2.993 -0.095
C 2.019 4.621 1.801 -0.322
N 2.559 4.983 0.837 0.127
H 1.976 4.082 3.901 0.083
H 1.373 2.951 2.835 0.046
H 0.429 4.513 3.234 0.078
C 0.533 3.397 -1.821 -0.060
C -0.101 3.433 -0.498 -0.255
N -0.606 3.499 0.547 0.166
H 0.810 4.372 -2.223 0.086
H -0.106 2.885 -2.541 0.068
H 1.419 2.762 -1.801 0.080
C -2.958 1.024 -3.757 -0.043
O -3.130 2.131 -2.861 -0.005
C -4.377 2.414 -2.457 -0.584
O -5.457 2.007 -2.897 0.096
O -4.225 3.324 -1.509 -0.018
C -5.327 3.995 -0.866 -0.011
H -3.699 1.057 -4.555 0.094
H -3.089 0.120 -3.162 0.091
H -2.007 0.864 -4.267 0.066
H -4.942 4.828 -0.277 0.095
H -5.709 3.240 -0.179 0.095
H -6.092 4.243 -1.602 0.096
C -1.612 2.111 3.715 -0.045
O -0.825 2.757 4.749 -0.010
C -1.373 3.270 5.815 -0.670
O -2.523 3.199 6.175 0.132
O -0.447 3.978 6.379 0.009
C -0.495 4.497 7.713 -0.021
H -2.008 2.836 3.003 0.085
H -2.433 1.488 4.071 0.095
H -1.070 1.428 3.061 0.033
H -0.879 3.794 8.452 0.097
H -1.133 5.379 7.771 0.094
H 0.505 4.797 8.028 0.092
C 4.863 -2.521 1.609 -0.047
O 3.973 -3.353 0.892 -0.025
C 2.836 -3.783 1.505 -0.504
O 2.623 -3.684 2.716 0.092
O 1.949 -4.314 0.605 -0.022
C 2.119 -4.170 -0.813 -0.045
H 4.443 -1.534 1.802 0.079
H 5.715 -2.319 0.960 0.099
H 5.096 -2.870 2.615 0.098
H 2.934 -4.825 -1.119 0.092
H 2.396 -3.154 -1.095 0.088
H 1.261 -4.510 -1.393 0.084
C 0.680 0.227 1.115 -0.149
O 0.906 -0.631 0.077 -0.007
C 0.311 -0.434 -1.136 -0.489
O -0.405 0.513 -1.426 0.115
O 0.554 -1.532 -1.912 -0.025
C -0.281 -1.760 -3.054 -0.062
H 1.222 -0.036 2.022 0.066
H -0.376 0.389 1.335 0.076
H 0.984 1.245 0.871 0.044
H 0.183 -2.389 -3.813 0.058
H -0.514 -0.805 -3.524 0.054
H -1.167 -2.329 -2.770 0.047
C -3.183 -4.448 0.136 -1.481
Cl -4.440 -5.613 -0.460 0.498
Cl -3.035 -3.000 -0.911 0.526
Cl -1.587 -5.233 0.256 0.510
H -3.348 -4.157 1.174 -0.020
C -0.546 -0.589 -8.026 -1.601
Cl -0.790 -1.226 -6.449 0.583
Cl -0.476 -1.892 -9.214 0.529
Cl 0.857 0.476 -8.054 0.535
H -1.370 0.057 -8.329 0.014
C 5.392 2.070 1.996 -1.487
Cl 5.741 3.673 2.598 0.552
Cl 6.619 1.652 0.716 0.480
Cl 3.720 1.825 1.401 0.562
H 5.405 1.390 2.848 0.008
C -0.486 -2.465 3.924 -1.488
Cl -1.577 -2.376 2.553 0.559
Cl -1.303 -3.379 5.257 0.499
Cl -0.037 -0.853 4.442 0.595
H 0.424 -3.013 3.679 -0.002
```

Summary:
SMILES: COC(=O)OC.COC(=O)OC.COC(=O)OC.COC(=O)OC.ClC(Cl)Cl.ClC(Cl)Cl.ClC(Cl)Cl.ClC(Cl)Cl.CC#N.CC#N.CC#N
Largest force on an atom in hartree/bohr: 0.064
2S+1: 1
Kohn-Sham gap in eV: 10.79
Energy in eV: -202720.44283
Relative energy (zero: lowest compared OMol25 entry of this formula, charge and spin) in eV: 1.3228
HOMO level in eV: -10.6



A molecular structure, C22H37N3O3, computed with the ωB97M-V functional and the def2-TZVPD basis.

XYZ file:
```
65
Properties=species:S:1:pos:R:3:nbo_charge:R:1
C -5.672 -3.741 0.561 -0.635
H -5.731 -4.823 0.381 0.204
C -4.089 -3.320 0.255 -0.334
C -3.870 -1.967 0.488 -0.439
H -4.256 -1.813 1.350 0.200
H -2.895 -1.896 0.547 0.218
C -4.640 -1.142 -0.374 -0.388
C -4.190 0.425 -0.436 0.393
N -5.042 1.420 -0.163 -0.539
C -4.170 2.450 0.091 -0.031
C -2.948 2.368 -0.032 0.035
N -2.984 0.922 -0.431 -0.605
H -2.032 0.063 -0.524 0.450
C -1.623 3.076 0.049 -0.248
N -0.535 2.197 0.389 -0.440
C -0.779 1.731 2.012 -0.170
C 0.288 0.430 2.198 -0.448
H -0.329 -0.406 2.233 0.247
H 0.859 0.813 3.042 0.220
C 1.259 0.609 1.131 -0.036
C 0.488 0.177 -0.345 0.914
O -0.519 -0.496 -0.125 -0.686
O 1.109 0.765 -1.306 -0.505
C 0.501 0.304 -2.445 -0.124
C -0.442 1.438 -3.388 -0.535
H 0.106 2.271 -3.236 0.202
H -1.287 1.149 -2.485 0.214
H -0.744 1.121 -4.162 0.167
H 0.012 -0.764 -2.392 0.221
H 1.454 0.134 -3.224 0.178
C 1.879 2.081 0.818 -0.400
C 0.714 2.879 0.264 -0.214
H 0.780 3.884 0.990 0.155
H 0.863 3.030 -0.685 0.195
H 2.662 1.908 0.167 0.227
H 2.299 2.486 1.875 0.207
C 2.375 -0.505 1.137 -0.431
C 3.487 -0.594 0.559 0.177
C 4.113 -1.963 0.331 -0.474
C 5.200 -1.920 -0.554 -0.354
C 6.365 -0.997 -0.143 -0.426
C 5.383 0.477 -0.047 0.035
O 4.350 0.335 0.652 -0.512
H 6.116 1.083 0.070 0.177
H 5.045 0.690 -1.371 0.084
H 7.252 -0.932 -1.042 0.210
H 6.795 -1.205 0.728 0.183
H 5.950 -3.162 -0.552 0.156
H 4.982 -1.825 -1.777 0.236
H 3.257 -2.690 0.088 0.230
H 4.503 -2.168 1.281 0.202
H 3.138 -0.377 -0.778 0.019
H 2.989 -0.232 2.179 0.196
H 1.909 -1.560 1.473 0.252
H -0.400 2.520 2.709 0.179
H -1.701 1.543 2.229 0.186
H -1.400 3.276 -1.063 0.213
H -1.920 3.890 0.682 0.209
H -4.615 3.548 0.336 0.166
H -4.070 -1.341 -1.242 0.199
H -5.574 -1.142 -0.592 0.227
H -3.893 -3.699 -0.637 0.188
H -3.609 -4.001 0.917 0.199
H -6.206 -3.459 1.569 0.211
H -6.315 -3.353 -0.231 0.197
```

Summary:
Largest force on an atom in hartree/bohr: 0.334
2S+1: 1
Kohn-Sham gap in eV: 8.86
Energy in eV: -34005.30052
Relative energy (zero: lowest compared OMol25 entry of this formula, charge and spin) in eV: 23.3356
HOMO level in eV: -8.3



A molecular structure, C22H37O2SiW, computed with the ωB97M-V functional and the def2-TZVPD basis.

XYZ file:
```
63
Properties=species:S:1:pos:R:3:lowdin_spin:R:1
O -0.537 -0.676 -1.164 0.143
C -1.169 0.488 -1.998 0.023
C -1.273 -0.263 -3.287 0.003
H -0.449 1.309 -2.003 0.001
H -2.142 0.778 -1.606 0.002
C -0.543 -1.405 -2.592 0.050
H -0.703 0.213 -4.089 0.000
H -2.307 -0.497 -3.555 0.000
C 0.869 -1.545 -3.113 0.008
H 1.398 -0.582 -3.078 0.000
H 0.834 -1.912 -4.153 0.004
H 1.424 -2.274 -2.528 0.001
C -1.329 -2.692 -2.513 0.006
H -2.304 -2.510 -2.037 0.000
H -0.768 -3.435 -1.948 0.000
H -1.482 -3.085 -3.531 0.002
W -0.672 -0.914 0.701 1.283
C -2.476 -1.139 2.206 0.038
C -2.380 0.278 2.019 0.021
C -2.694 0.565 0.661 0.022
H -2.204 1.011 2.799 0.000
C -3.034 -0.670 0.009 0.056
C -2.877 -1.723 0.955 -0.006
H -3.152 -2.760 0.782 0.000
H -2.335 -1.657 3.144 0.006
H -2.765 1.561 0.233 0.004
H -3.521 -0.773 -0.954 0.004
C -0.329 -2.913 1.904 0.022
C -0.435 -3.178 0.501 0.026
C 0.779 -2.697 -0.115 0.136
H -1.197 -3.783 0.018 0.002
C 1.567 -2.071 0.879 0.028
C 0.896 -2.212 2.132 0.040
H 1.294 -1.952 3.105 0.001
H -1.018 -3.259 2.663 0.002
H 1.139 -3.028 -1.076 0.008
H 2.526 -1.580 0.706 0.003
O 1.956 1.593 -2.739 0.001
C 2.030 1.383 -1.303 0.005
C 1.229 2.502 -0.611 0.011
H 3.089 1.444 -0.993 0.000
H 1.676 0.362 -1.059 0.006
C 1.116 3.606 -1.682 0.001
H 1.742 2.848 0.290 0.000
H 0.239 2.142 -0.296 0.011
C 1.820 3.017 -2.936 0.000
H 1.616 4.527 -1.354 0.000
H 0.064 3.835 -1.907 0.000
H 2.826 3.476 -3.022 0.000
H 1.264 3.209 -3.869 0.000
C 0.309 0.234 4.358 0.002
Si 0.647 0.896 2.614 0.019
C 0.023 2.682 2.634 0.002
C 2.526 0.927 2.434 0.001
H -0.675 -0.241 4.456 0.000
H 0.359 1.069 5.073 0.000
H 1.072 -0.500 4.652 0.000
H 0.866 3.379 2.754 0.000
H -0.512 2.942 1.712 0.000
H -0.658 2.833 3.485 0.000
H 2.935 1.741 3.053 0.000
H 2.966 -0.015 2.786 0.000
H 2.845 1.090 1.395 0.000
```

Summary:
⟨S²⟩: 2.019
Net charge: +1
Largest force on an atom in hartree/bohr: 0.158
2S+1: 3
Kohn-Sham gap (alpha / beta) in eV: 5.73 / 8.04
Energy in eV: -37201.83444
Relative energy (zero: lowest compared OMol25 entry of this formula, charge and spin) in eV: 2.2628
HOMO level (alpha / beta) in eV: -8.2 / -11.0